{
  "formula": "C25H27Cl3KNO6P",
  "method": "ωB97M-V with the def2-TZVPD basis set",
  "e_homo_ha": -0.175,
  "charge": -1,
  "relative_energy_kj_mol": 56.2,
  "orbital_gap_ha": 0.2538,
  "energy_ha": -3797.08998,
  "symbols": ["K", "Cl", "C", "C", "C", "Cl", "C", "O", "C", "Cl", "C", "H", "H", "O", "C", "C", "C", "C", "C", "C", "C", "C", "N", "H", "H", "H", "H", "H", "H", "H", "H", "H", "H", "H", "O", "C", "O", "C", "C", "C", "C", "O", "C", "O", "C", "C", "H", "H", "H", "H", "H", "C", "P", "C", "C", "H", "H", "H", "H", "H", "H", "H", "H", "H"],
  "xyz": [[0.042785, -0.648517, 0.443340], [-2.742529, 3.564959, 6.263258], [-1.750351, 2.874109, 5.001008], [-2.210280, 2.860093, 3.695899], [-1.411753, 2.303810, 2.717375], [-2.007635, 2.261082, 1.083884], [-0.129081, 1.724655, 2.939735], [0.586155, 1.210163, 2.028726], [0.248366, 1.765901, 4.317387], [1.784594, 1.073709, 4.735836], [-0.521469, 2.319493, 5.319986], [-3.176954, 3.268027, 3.437653], [-0.162356, 2.313201, 6.339524], [0.779225, 1.408815, -0.885856], [1.216843, 2.205177, -1.955975], [2.741231, 2.179714, -2.082655], [3.331985, 0.796050, -1.764422], [2.647953, -0.387506, -2.398989], [2.582389, -0.523192, -3.783301], [2.002850, -1.658886, -4.324428], [1.508427, -2.626927, -3.466050], [1.602662, -2.409810, -2.098091], [2.154299, -1.314631, -1.574731], [0.808628, 1.824470, -0.008585], [0.842802, 3.231792, -1.881827], [0.768643, 1.755900, -2.847218], [3.180536, 2.892719, -1.379281], [3.030449, 2.513914, -3.083829], [3.315210, 0.631606, -0.688614], [4.381965, 0.792516, -2.074304], [2.994128, 0.254215, -4.415817], [1.940236, -1.788773, -5.398140], [1.040964, -3.530953, -3.830507], [1.197070, -3.127268, -1.391199], [0.257998, -4.420989, 0.834503], [-0.589223, -3.519750, 0.803264], [-0.994359, -2.881577, -0.210568], [-1.189280, -3.060036, 2.149397], [-0.777881, -3.698731, 3.313460], [-1.240651, -3.326393, 4.576210], [-2.130682, -2.282054, 4.619603], [-2.756421, -1.718049, 5.708146], [-3.314679, -0.509334, 5.199447], [-3.464921, -0.663484, 3.797477], [-2.553432, -1.644862, 3.465623], [-2.105964, -2.001708, 2.219761], [-0.059850, -4.499126, 3.195914], [-0.910941, -3.820123, 5.480084], [-2.628159, 0.320201, 5.405638], [-4.292144, -0.348136, 5.651598], [-2.440291, -1.461183, 1.343408], [-3.972119, -1.391321, -1.495041], [-2.556873, -0.260902, -1.746373], [-1.734224, -1.102109, -3.144124], [-3.364278, 1.160661, -2.578080], [-4.548806, -1.578036, -2.405322], [-4.634447, -0.983506, -0.729929], [-3.559636, -2.330298, -1.120479], [-2.399465, -1.274823, -3.995575], [-1.363848, -2.056871, -2.767603], [-0.872264, -0.520178, -3.477411], [-3.962161, 0.871511, -3.447289], [-2.607268, 1.879271, -2.894784], [-4.012816, 1.663639, -1.858736]],
  "atomic_forces_ev_per_a": [[0.139, -0.104, -0.086], [-0.052, 0.028, 0.062], [-0.025, -0.030, -0.007], [0.127, -0.024, 0.032], [-0.069, 0.005, -0.007], [-0.034, -0.003, -0.130], [-0.059, 0.017, 0.274], [0.113, 0.317, -0.134], [0.005, 0.031, -0.061], [0.092, -0.049, 0.026], [0.001, 0.010, -0.073], [-0.011, 0.010, 0.018], [-0.011, 0.008, 0.009], [-0.257, -0.031, 0.116], [0.166, -0.062, -0.036], [-0.052, -0.025, 0.079], [0.084, 0.074, 0.042], [0.033, 0.010, -0.100], [0.006, 0.031, 0.042], [-0.023, -0.047, 0.036], [0.009, 0.002, 0.030], [-0.028, -0.061, -0.020], [0.024, 0.014, 0.021], [0.066, 0.247, 0.051], [0.028, -0.007, 0.007], [0.024, 0.042, -0.012], [0.009, 0.007, -0.020], [-0.056, -0.021, -0.030], [-0.032, 0.003, 0.000], [0.004, 0.001, 0.036], [-0.006, -0.010, -0.032], [0.004, 0.012, -0.005], [-0.001, -0.003, -0.036], [-0.019, -0.022, -0.010], [0.032, -0.069, 0.001], [-0.181, 0.074, 0.026], [-0.201, -0.102, -0.126], [0.134, -0.240, -0.016], [0.056, -0.035, -0.103], [-0.054, 0.051, 0.062], [-0.036, 0.067, -0.078], [0.035, -0.143, 0.005], [-0.034, 0.136, 0.098], [0.002, -0.091, -0.106], [0.041, 0.117, 0.086], [-0.065, 0.092, 0.071], [-0.003, -0.008, 0.028], [0.015, -0.015, -0.003], [-0.008, 0.002, -0.020], [0.037, 0.021, -0.004], [-0.049, -0.150, -0.127], [-0.052, -0.041, 0.019], [0.218, -0.005, 0.340], [0.027, -0.016, -0.126], [-0.127, 0.020, -0.115], [0.028, 0.015, -0.021], [-0.019, -0.003, 0.004], [-0.020, -0.015, 0.002], [-0.019, 0.001, 0.014], [0.000, -0.019, 0.004], [0.006, 0.005, 0.000], [0.006, -0.030, -0.002], [0.035, -0.002, 0.003], [-0.005, 0.016, 0.000]],
  "lowdin_charge": [0.749, 0.603, -0.719, -0.163, -0.575, 0.695, -0.533, -0.237, -0.591, 0.667, -0.171, 0.099, 0.098, -0.196, -0.252, -0.170, -0.138, -0.297, -0.036, -0.080, -0.072, -0.119, 0.102, 0.051, 0.120, 0.111, 0.109, 0.104, 0.114, 0.116, 0.110, 0.101, 0.105, 0.097, -0.017, -0.702, -0.178, -0.143, -0.023, 0.013, -0.215, 0.024, -0.142, 0.025, -0.197, 0.030, 0.111, 0.113, 0.122, 0.137, 0.101, -0.303, 0.784, -0.297, -0.314, 0.035, 0.034, 0.029, 0.039, 0.024, 0.025, 0.032, 0.026, 0.026]
}